#A
17
Properties=species:S:1:pos:R:3:mulliken_charge:R:1 method="wB97M-V/def2-TZVPD" gap_ev="3.9 / 11.8" multiplicity=2
C -0.495 1.286 1.768 -1.27
C 0.590 0.343 1.245 -0.51
N -0.054 -0.468 -0.028 -1.80
H -0.232 1.586 2.798 0.35
H -0.627 2.123 0.989 0.30
H -1.478 0.750 1.764 0.44
H 1.541 0.824 0.911 0.32
H 0.825 -0.469 1.971 0.56
H -0.512 -1.438 0.168 0.62
H 0.597 -0.594 -0.785 0.64
H -0.850 0.211 -0.295 0.47
H 0.333 3.618 -1.135 0.28
H 0.713 2.386 -1.820 0.39
O 0.084 2.631 -1.044 -0.72
H -0.706 -3.920 -2.586 0.38
H 0.193 -4.921 -1.896 0.34
O 0.079 -3.947 -2.025 -0.81

#B
17
Properties=species:S:1:pos:R:3:mulliken_charge:R:1 method="wB97M-V/def2-TZVPD" gap_ev="3.9 / 12.0" multiplicity=2
C -1.899 -1.077 -0.682 -1.05
C -0.455 -0.528 -0.511 0.11
N 0.103 -0.830 0.826 -1.80
H -2.130 -1.985 -0.136 0.49
H -2.008 -1.369 -1.732 0.26
H -2.606 -0.254 -0.563 0.43
H -0.546 0.529 -0.680 -0.79
H 0.145 -1.002 -1.281 0.36
H 0.004 -1.799 1.184 0.96
H 1.146 -0.699 0.761 0.38
H -0.272 -0.126 1.519 0.94
H 3.166 0.043 1.256 0.27
H 2.878 1.128 0.160 0.34
O 2.552 0.311 0.560 -0.78
H -0.205 2.568 -1.006 0.27
H -0.216 2.621 0.549 0.39
O 0.344 2.468 -0.223 -0.78

Stability check: which of them is least stable? #A.

#A
15
Properties=species:S:1:pos:R:3:mulliken_charge:R:1 method="wB97M-V/def2-TZVPD" gap_ev=8.6
O 1.716 -1.798 0.115 -0.54
C 0.591 -1.397 0.391 0.34
O -0.300 -2.041 1.124 -0.54
C 0.188 0.053 -0.018 0.25
C 0.875 0.886 -0.670 -0.15
C -0.001 2.110 -0.825 -0.80
N -1.405 1.672 -0.522 -0.35
C -1.286 0.502 0.241 -1.10
H -0.097 -2.202 2.228 0.40
H 1.761 0.648 -0.986 0.70
H -0.169 2.499 -1.848 0.29
H 0.582 2.821 -0.483 0.35
H -2.162 1.669 -1.414 0.28
H -1.609 0.771 1.278 0.23
H -2.003 -0.113 0.247 0.64

#B
15
Properties=species:S:1:pos:R:3:mulliken_charge:R:1 method="wB97M-V/def2-TZVPD" gap_ev=10.1
C -0.986 0.905 -1.278 0.26
C 0.722 -1.003 -0.823 0.52
C -1.605 1.461 0.001 -0.33
C -0.601 0.663 0.731 -0.68
C 1.821 -1.638 0.645 -1.00
N -0.130 0.024 -0.522 0.11
O 0.896 -1.370 -1.941 -0.48
O -1.236 1.000 -2.434 -0.52
H -1.391 2.554 -0.088 0.23
H -2.601 1.223 0.190 0.31
H 0.146 1.313 1.209 0.26
H -1.016 0.005 1.473 0.34
H 2.859 -1.255 0.724 0.31
H 1.455 -1.196 1.469 0.36
H 1.665 -2.686 0.644 0.31

#C
15
Properties=species:S:1:pos:R:3:mulliken_charge:R:1 method="wB97M-V/def2-TZVPD" gap_ev=9.0
C -0.322 -0.132 -0.263 0.51
C 1.930 -0.482 0.059 -0.09
C 3.079 0.230 0.205 -0.49
C -1.479 0.809 0.166 0.02
C -1.475 2.139 0.125 -0.73
H -1.779 -2.369 1.084 0.37
H 1.721 -2.007 0.496 0.28
H 3.921 -0.666 0.483 0.20
H 3.118 1.774 -0.387 0.25
H -2.482 0.561 0.789 0.21
H -2.388 2.563 0.208 0.37
H -0.638 2.836 -0.478 0.17
N -0.531 -1.322 -0.263 -0.40
O -1.943 -1.573 -0.048 -0.46
O 0.924 0.470 -0.216 -0.22

Stability check: which of them is least stable? #C.